(1)
{
  "formula": "C33H85BeN6O10",
  "method": "ωB97M-V/def2-TZVPD",
  "e_above_lowest_ev": 11.579,
  "charge": 1,
  "energy_ha": -2403.02285,
  "symbols": ["O", "H", "H", "H", "H", "H", "N", "H", "C", "C", "N", "H", "H", "H", "H", "H", "H", "C", "H", "C", "O", "H", "N", "O", "H", "C", "H", "H", "C", "C", "H", "C", "C", "C", "H", "H", "H", "H", "C", "H", "H", "H", "C", "H", "C", "H", "H", "H", "H", "H", "H", "H", "H", "H", "H", "H", "C", "H", "H", "C", "C", "H", "C", "C", "C", "H", "H", "H", "C", "H", "N", "H", "H", "N", "H", "C", "H", "O", "H", "H", "O", "C", "H", "H", "H", "C", "C", "H", "C", "O", "C", "H", "H", "C", "H", "H", "H", "H", "N", "H", "H", "C", "H", "H", "H", "H", "H", "O", "C", "O", "H", "O", "H", "C", "H", "H", "H", "H", "H", "H", "H", "H", "O", "C", "Be", "H", "H", "H", "C", "H", "C", "H", "H", "H", "H"],
  "positions_angstrom": [[0.08792, 0.29288, 3.50769], [-7.29160, 2.64624, -8.76373], [-5.64662, 2.56810, -8.28307], [0.98203, -5.31407, 2.47760], [11.38644, 3.56519, 5.26089], [-4.34028, 2.80046, -4.54727], [1.63930, -5.05572, 7.11092], [-1.29282, -10.77366, -4.02352], [0.74239, -1.07376, 8.65528], [2.02624, -5.64421, 4.62742], [9.47175, 1.60084, 1.02025], [-7.89890, 2.93535, -6.31994], [-0.55458, 6.53795, -1.25053], [10.94409, 3.79010, 1.63764], [-7.39171, 4.01587, 2.92524], [10.49408, -2.82057, 0.01568], [-7.89892, 6.81563, 1.55506], [2.59180, -3.99202, 7.41005], [-1.11819, -11.90922, -8.14672], [-0.95467, 7.69790, -3.03417], [1.15465, 6.82050, -3.78171], [-2.62897, 6.54212, -2.58224], [-5.47486, 5.00661, -7.33947], [9.63243, -1.38282, 1.11595], [-0.30189, -0.77946, 8.55060], [1.16576, 2.50431, 3.17765], [-6.17735, 3.85156, -9.39462], [-1.53977, -12.95436, -6.78208], [2.15036, -6.03239, 6.13299], [-5.40417, 2.56782, -4.50139], [2.73155, -4.81735, 4.54412], [-3.66947, -6.62915, -4.52389], [0.19311, -5.68910, 3.12956], [1.17680, 0.97732, 2.94263], [-5.94628, 6.90735, 4.60411], [8.12393, 2.77884, 2.24618], [-1.75403, -4.63688, -4.66108], [1.23571, -5.46785, 7.94001], [-6.44234, 3.27896, -8.50580], [11.91013, 4.59428, 3.84393], [-0.69888, 5.68092, -4.07506], [3.43155, -4.46912, 7.91530], [1.48758, 0.79748, 1.47821], [-0.83314, 8.73988, -3.33015], [-0.63133, 7.58049, -1.55925], [-6.31823, 5.40224, 2.65615], [0.99931, 2.59368, 4.25116], [-2.67337, -11.83575, -7.38446], [-2.01071, -12.18565, -4.68363], [1.29082, -0.30254, 8.11440], [-0.92337, -5.25207, -6.05746], [-7.51090, 4.87258, 5.27216], [-5.00379, 3.78737, 5.51765], [-3.78432, -10.39791, -5.74728], [1.76327, -0.23466, 1.26188], [2.05794, 5.50892, -5.23500], [9.00731, 2.84049, 1.61062], [10.10833, 1.06445, 1.59222], [7.57898, 0.68999, 1.26420], [-4.10691, -8.08119, -4.68521], [-7.00033, 3.47600, -6.02267], [-5.64210, 6.25200, 6.09568], [-7.10649, 5.00138, 3.29336], [-6.70097, 4.19188, -7.30415], [-3.22111, -10.31214, -4.81801], [2.96860, -2.17132, 8.43758], [1.82975, 4.87802, -3.60309], [-0.75633, -5.15389, 3.11464], [-0.25423, 6.67177, -3.98235], [0.29078, 3.01789, 2.77920], [-2.44096, 7.38858, -3.10019], [3.09958, 5.92492, -3.94412], [11.41163, -1.21748, 0.04421], [-5.80786, 3.59490, 4.93755], [-5.33595, 5.77019, -6.69313], [-1.55314, -5.55112, -5.21956], [-5.24501, 3.33360, 4.14067], [-1.01879, -11.10825, -6.12845], [-7.13657, 4.19063, -5.21098], [8.08460, -1.22659, -0.19092], [0.93552, -2.38744, 8.18802], [8.36853, 0.73277, 0.51394], [-5.45479, 1.66104, -3.89867], [1.01409, -0.91462, 9.69883], [-0.23468, 7.10179, -4.98375], [-8.63194, 6.08685, 1.90097], [-1.60895, -11.93958, -7.17393], [2.16016, -3.39544, 9.42707], [8.92793, -0.60495, 0.10983], [0.65203, -5.37931, 4.42881], [-5.62265, 5.96427, 5.04452], [-4.58116, 5.89025, 4.73160], [-3.97527, -10.71821, -4.14388], [-6.58797, 4.85531, 4.69250], [-4.50509, -5.94532, -4.67295], [-1.04133, -6.02039, -4.37936], [3.23327, -6.09680, 6.23915], [8.00639, 1.18790, -0.40792], [-2.96186, -8.90421, -4.67650], [1.73973, -6.99642, 6.43317], [8.69659, 3.47590, 0.78128], [2.04532, 5.77810, -4.17884], [3.15654, -3.54347, 6.59275], [9.30480, -0.48675, -0.90610], [-9.58123, 6.57662, 1.68400], [10.52563, 4.95928, 4.75209], [-1.40325, 7.98212, -0.90279], [10.24417, 3.25008, 3.56711], [10.07720, 3.67636, 2.28854], [-6.06555, 2.41354, -5.70725], [2.33102, -6.52723, 4.06574], [-8.30955, 5.69722, 3.21025], [2.25038, 1.53008, 1.21449], [2.18149, -2.92533, 8.44390], [-2.92568, 8.17220, -2.68656], [-4.69319, 4.41606, -7.09383], [-8.72594, 5.15725, 1.33962], [11.30775, -2.24334, 1.46435], [-4.85720, -8.47722, -4.00087], [2.03947, 0.74627, 3.56754], [0.65223, 0.98412, 0.80333], [-3.29725, -6.37518, -3.53140], [-2.71814, -6.21867, -5.53782], [11.08538, 4.10792, 4.36484], [-1.98789, -3.66395, 6.73353], [0.35798, 8.02223, -1.43992], [9.73599, 4.71030, 2.33996], [2.03732, 3.06591, 2.84133], [10.77070, -1.92440, 0.57107], [0.03657, -6.72046, 2.81350], [-1.82566, -11.13419, -4.90340], [-7.60426, 4.75956, -7.52753], [-2.26922, -8.48366, -5.27940], [-4.46283, -8.21833, -5.70629], [-5.74984, 3.40878, -3.90022]],
  "atomic_forces_ev_per_a": [[2.736, 1.862, -1.229], [-0.279, 0.047, 0.074], [0.233, 0.173, 0.044], [-0.568, 0.404, -0.756], [0.309, -0.205, -0.380], [0.383, -0.124, -0.811], [0.218, 0.933, -1.388], [0.744, 0.262, -0.574], [-0.215, 0.757, 0.267], [-1.276, -1.063, 2.525], [-0.548, -0.493, -0.393], [-0.592, 0.063, 0.823], [0.117, -0.270, -0.167], [0.704, -0.728, 0.190], [0.628, -0.615, -0.230], [0.422, 0.002, -0.582], [0.397, -0.387, -0.512], [0.651, -0.193, 1.408], [0.549, 0.547, 0.467], [-2.600, -1.815, 0.605], [1.710, -0.864, 1.102], [-0.069, 0.069, 0.206], [0.419, 0.511, 0.462], [-1.509, 2.876, -1.213], [-0.107, -0.423, -0.025], [-1.320, 1.574, 2.185], [-0.008, 0.085, 0.248], [0.165, -0.370, -0.243], [0.365, 0.259, 0.513], [0.784, 0.208, 1.276], [-0.388, 0.425, -0.866], [-0.077, 1.494, -0.095], [0.327, 1.113, -0.104], [-2.591, -1.406, -1.096], [-0.224, 0.182, -0.318], [-0.069, -0.393, 0.451], [-0.556, 0.886, -0.400], [0.168, -0.021, -0.070], [-0.616, -0.954, -0.016], [0.305, -0.680, -0.314], [0.263, -0.252, 0.808], [0.471, -0.255, 0.383], [-0.314, -0.681, -0.315], [0.206, -0.244, -0.440], [1.557, -0.419, -0.113], [0.011, 0.287, -0.333], [0.479, 0.452, 0.129], [-0.155, 0.823, 0.350], [-0.338, -0.176, -0.059], [0.420, -0.231, -0.453], [-0.273, -0.727, -0.140], [0.335, -0.093, 0.641], [-0.408, 0.456, 0.977], [0.028, -0.597, -0.818], [0.437, 0.037, -0.042], [-0.563, 0.259, -0.287], [0.475, 0.692, -0.958], [-0.226, 0.041, 0.385], [-0.308, -0.266, 0.023], [0.499, 0.372, -1.262], [-0.018, -1.499, -0.902], [0.193, -0.539, 0.286], [0.023, -1.650, -1.162], [1.606, 0.461, -1.120], [1.694, -0.322, -2.380], [0.092, 0.161, 0.059], [-0.375, -0.346, -0.079], [0.081, -0.011, -0.842], [1.137, 2.591, -1.183], [-0.146, -0.567, -0.607], [0.903, 0.542, -1.411], [-0.182, 1.112, 0.266], [-0.187, -0.023, -0.336], [-0.452, -0.486, -0.391], [-0.891, 0.296, 0.277], [0.071, 1.040, 2.502], [-0.629, -0.124, -1.067], [-1.781, 0.715, 0.100], [-0.071, -0.261, 0.172], [-0.642, -0.184, 0.360], [-1.145, 0.741, -0.622], [1.884, 0.945, 0.968], [-0.308, -0.137, -0.002], [0.023, -0.434, 0.270], [-1.526, -0.130, -0.398], [0.253, -0.420, -0.573], [0.022, -0.792, 1.232], [0.122, -0.029, 0.311], [-1.968, -1.241, -0.145], [0.473, -0.433, 0.110], [-0.810, 2.412, 0.462], [-0.097, -0.702, -0.150], [0.655, 0.123, 0.917], [1.475, -0.252, 0.514], [-0.384, -0.190, 0.036], [0.830, -0.965, -0.498], [0.389, -0.283, 0.420], [-0.382, 0.045, 0.049], [1.322, -0.475, 2.224], [-0.195, -0.034, -0.626], [-0.263, 0.036, -0.305], [-0.535, -0.749, 0.471], [-1.052, -0.020, -0.809], [1.744, -0.057, 0.421], [-0.344, 0.031, 1.342], [-0.554, 0.130, -0.102], [0.217, 0.585, -0.260], [1.902, -0.462, 2.154], [-1.267, 1.059, -1.247], [-0.318, 1.117, -0.307], [0.280, 0.158, -0.224], [-0.946, 1.827, 1.300], [0.257, -0.477, -0.127], [0.389, -0.950, -0.313], [-0.249, -0.192, 0.129], [0.138, -0.487, -0.331], [0.597, 0.072, -0.786], [0.508, -0.334, -0.224], [-0.044, 0.579, 0.260], [0.545, -0.405, 0.747], [-0.333, 0.196, 0.331], [0.345, -0.437, 0.171], [-1.012, -1.562, -1.081], [-0.910, 0.040, 0.247], [0.488, 0.007, -0.079], [-0.027, 0.111, 0.744], [-0.574, 0.410, -0.173], [0.207, -0.697, 0.113], [1.145, -1.212, 1.125], [0.043, -0.466, 0.823], [-1.389, -0.148, -0.139], [0.170, 0.550, 0.038], [0.225, -0.621, -0.242], [-1.142, 0.543, -0.328], [-0.621, -0.037, 0.082]]
}



(2)
{
  "formula": "C11H33AlClN8O14",
  "method": "ωB97M-V/def2-TZVPD",
  "charge": -1,
  "energy_ha": -2632.39393,
  "symbols": ["H", "O", "O", "H", "H", "H", "H", "O", "O", "C", "N", "H", "H", "H", "H", "H", "C", "N", "O", "C", "H", "C", "O", "N", "H", "H", "N", "C", "O", "H", "H", "Cl", "N", "H", "N", "H", "H", "H", "H", "O", "N", "H", "H", "C", "N", "C", "H", "C", "C", "C", "O", "H", "H", "C", "Al", "O", "O", "H", "H", "O", "H", "H", "O", "H", "H", "H", "H", "O"],
  "positions_angstrom": [[-0.56148, -5.01021, -4.43273], [-1.38685, -3.68206, 4.96625], [-1.45659, 2.99532, -0.60580], [2.50171, -1.08746, -3.35476], [-1.41859, 2.88322, 2.81194], [-1.99506, 0.36328, 3.78877], [2.05491, 0.76068, 1.66814], [-2.96945, 3.21056, -2.12998], [2.95848, -2.19334, 3.85824], [2.38320, -0.49182, -4.25472], [-1.40242, -4.72823, 4.35829], [-2.19977, 1.12301, -3.05838], [3.88550, 3.43395, -3.26757], [-0.35664, -3.44805, -5.27634], [-1.51696, -3.65049, 2.52886], [2.76468, -1.02094, -5.12327], [-2.54114, 0.99049, 3.08436], [1.87527, 0.58500, 2.65133], [0.22822, -1.26197, -4.59683], [-1.63070, 1.94545, 2.30057], [-0.63095, 0.66534, 0.93473], [-2.61866, 6.00276, 0.18907], [-1.70270, -5.32840, -7.19576], [-0.72620, -5.09092, -6.51331], [5.37034, -2.55456, 4.69238], [-0.59303, -5.18680, 2.49698], [-2.57678, 6.09577, 1.67421], [5.03273, -3.18977, 3.87948], [0.52230, 0.86967, -4.48908], [-2.37741, -5.21712, 2.58060], [-3.29351, 1.52992, 3.65809], [-2.08662, -1.81825, 0.96952], [-2.04358, 2.62306, -1.59926], [0.31108, 2.05848, 1.39527], [3.92890, -2.47221, 3.18524], [3.79869, 4.13189, -1.61962], [-3.89872, 0.71734, 0.44052], [-1.98562, -4.16438, -5.10895], [5.82602, -3.37207, 3.16464], [2.93881, 1.89898, -0.65320], [3.47869, 2.07205, -1.71971], [0.11421, 0.69718, 3.81708], [-2.62255, 7.00818, -0.21662], [-0.92872, -4.36864, -5.22763], [0.92721, -0.27690, -4.46568], [0.40311, 0.44155, 2.80188], [-3.51899, 5.45949, -0.07942], [-1.59856, 1.33241, -2.18256], [-1.47895, -4.68145, 2.87117], [3.35966, 3.42874, -2.32030], [0.41625, -5.39594, -6.79765], [-1.73806, 0.57252, -1.41512], [-2.19962, 2.23136, 1.42212], [-0.34758, 1.28157, 1.78737], [-3.49866, -0.18734, 1.72386], [-2.56903, 5.04566, 2.27201], [-2.55371, 7.20754, 2.18008], [-1.74280, 5.44475, -0.12329], [4.62376, -4.11922, 4.26329], [-1.35352, -5.83564, 4.87329], [-4.78792, -0.89854, 2.38700], [2.30089, 3.63011, -2.45335], [4.07280, -2.21651, 2.00618], [0.12995, -0.60568, 2.66947], [2.29687, -0.31498, 2.85242], [-0.55182, 1.43770, -2.44071], [2.85371, 0.47335, -4.14446], [4.10195, 1.22151, -2.33862]],
  "atomic_forces_ev_per_a": [[0.092, 0.022, -0.019], [0.006, -0.135, -0.021], [0.090, 0.291, -0.323], [-0.027, -0.047, -0.016], [0.256, -0.006, 0.336], [0.097, 0.055, 0.204], [0.135, -0.029, 0.014], [0.170, 0.053, 0.040], [0.134, -0.094, -0.109], [0.046, 0.017, -0.049], [0.025, 0.008, 0.046], [-0.018, 0.049, -0.007], [0.015, -0.051, 0.009], [0.078, -0.039, 0.043], [-0.035, -0.032, 0.167], [-0.068, -0.099, 0.027], [-0.033, -0.667, -0.823], [-0.287, 0.004, -0.121], [0.076, 0.125, -0.022], [-0.213, -0.271, 0.087], [0.142, -0.221, -0.112], [0.007, 0.250, -0.084], [0.130, 0.011, 0.049], [-0.016, -0.033, -0.043], [-0.070, -0.019, 0.051], [-0.041, -0.093, 0.016], [-0.034, -0.022, -0.081], [0.139, -0.041, -0.071], [0.084, -0.148, -0.069], [0.026, -0.067, 0.015], [-0.147, 0.139, 0.035], [-0.093, 0.123, -0.155], [-0.166, -0.183, 0.104], [0.132, 0.107, 0.011], [-0.054, 0.022, -0.020], [-0.076, 0.000, 0.060], [0.127, -0.052, -0.209], [-0.017, -0.032, -0.054], [-0.026, 0.023, -0.039], [0.067, 0.018, -0.117], [-0.017, -0.198, 0.125], [0.068, 0.253, 0.168], [-0.015, 0.019, 0.066], [-0.159, 0.058, 0.034], [-0.081, 0.028, 0.008], [0.494, -0.303, -0.044], [0.067, -0.130, 0.003], [-0.213, -0.172, 0.013], [0.037, 0.188, -0.072], [0.070, 0.024, -0.155], [-0.116, 0.024, 0.011], [0.008, 0.029, 0.071], [-0.004, 0.374, -0.143], [-0.358, 0.355, 0.029], [-0.066, 0.301, 0.712], [-0.046, 0.265, 0.142], [0.018, -0.162, -0.033], [-0.072, -0.155, 0.013], [-0.041, 0.041, 0.069], [-0.007, 0.106, -0.059], [-0.005, -0.199, -0.115], [-0.017, 0.012, 0.092], [-0.037, -0.031, 0.146], [-0.219, -0.114, 0.027], [0.040, 0.146, -0.002], [0.046, 0.024, 0.085], [0.015, 0.035, 0.005], [-0.047, 0.245, 0.057]]
}